ORCA calculation (ωB97M-V/def2-TZVPD) on the molecule C3H6N2O at a distorted geometry.

Results
**Energy relative to the best compared isomer or geometry (same formula, charge and spin)**: 179.2 kJ/mol
**Orbital gap**: 10.600 eV
**E**: -8234.8417 eV
**HOMO**: -9.7510 eV
**SMILES**: C/C=N\C(N)=O

Geometry as XYZ:
```
12
Properties=species:S:1:pos:R:3:forces:R:3:lowdin_charge:R:1
C 1.67031 -0.02464 0.47099 -4.4643 0.1545 -0.6040 -0.0392
C 1.11413 0.26940 -0.90356 -1.1877 -0.4477 0.3218 -0.1860
N -0.13860 0.27485 -1.13948 -0.1419 -1.0043 0.8402 0.1134
C -1.16087 0.38602 -0.14454 -0.7015 0.8466 -0.3856 -0.5611
N -1.98816 -0.64122 0.41025 4.2023 -0.2925 -1.5565 0.1557
O -1.47165 1.54970 0.07233 -0.0749 -0.8365 0.5947 0.0360
H 2.64151 0.03798 0.74590 3.2310 0.8285 0.0661 0.0205
H 1.45095 -1.12281 0.52550 -0.3723 0.9548 0.8925 0.1025
H 1.03550 0.72408 1.07658 0.9054 -1.8455 -0.0424 0.1194
H 1.65557 0.38677 -1.80178 1.2477 0.0622 -0.7077 0.0933
H -2.83043 -0.21611 0.54677 -2.8365 0.8449 0.7454 0.0459
H -1.97828 -1.62402 0.14104 0.1927 0.7351 -0.1645 0.0996
```
Forces are in eV/Å.



ORCA calculation (ωB97M-V/def2-TZVPD) on a cluster of 2 separate species, C3H6N2O in total at a distorted geometry.

Results
**Energy relative to the best compared isomer or geometry (same formula, charge and spin)**: 126.7 kJ/mol
**Orbital gap**: 10.168 eV
**E**: -8235.3852 eV
**HOMO**: -9.0649 eV

Geometry as XYZ:
```
12
Properties=species:S:1:pos:R:3:forces:R:3:lowdin_charge:R:1
C 1.07579 -0.52868 1.23646 0.1392 -0.0544 0.1946 -0.1534
N 0.33931 -0.27088 0.02281 -0.4727 -0.1280 0.0055 -0.0659
C -0.91295 -0.47240 0.03313 0.2559 0.0181 0.0637 -0.3229
N -1.69008 -0.29949 -1.08807 0.0083 0.1468 -0.0292 0.0724
C 0.83440 1.86998 -1.73352 1.2510 0.3904 0.4505 -0.0101
O 1.85583 2.15784 -1.32657 -1.2069 -0.2945 -0.5084 0.0157
H 1.73488 0.32059 1.44990 -0.0987 -0.1245 -0.0059 0.0677
H 1.71709 -1.40863 1.10878 -0.0642 0.1213 0.0122 0.0725
H 0.43233 -0.69640 2.11604 0.0696 0.0099 -0.1270 0.0679
H -1.46246 -0.83698 0.91517 0.1053 0.0758 -0.0999 0.1247
H -2.66819 -0.11101 -0.93452 0.1014 -0.0370 -0.0035 0.0809
H -1.25597 0.27605 -1.79960 -0.0882 -0.1239 0.0474 0.0506
```
Forces are in eV/Å.